No. 1
# C5H8OS2

One molecule with the formula C5H8OS2 at a distorted geometry (ωB97M-V/def2-TZVPD, the OMol25 dataset).

The calculation puts the energy above the lowest of the compared OMol25 structures with the same formula, charge and spin at 111.95 kcal/mol. Its HOMO-LUMO gap is 0.3407 Eh. The lowest unoccupied orbital energy is 0.602 eV. Its HOMO energy is -8.7 eV. As for the SMILES: S[C@@H]1[C@@H]2OCC[C@@]12S.

```
16
Properties=species:S:1:pos:R:3:forces:R:3:lowdin_charge:R:1
C 1.470419 -0.601246 0.343335 0.73 0.60 -0.30 -0.571
C 0.227443 -0.941305 -0.398809 -0.63 0.57 -1.24 -0.303
C -1.765224 -0.051005 -0.547747 0.02 -1.25 0.66 -0.140
C -1.149411 0.274253 0.884653 -0.46 0.06 1.22 -0.162
C 0.263667 0.360214 0.383727 1.39 -0.94 2.21 -0.732
H 3.274354 0.908295 0.377202 0.07 0.34 0.28 -0.144
H 1.641446 -1.298300 1.135008 -0.27 -0.54 0.37 0.088
H -0.170538 -1.822501 0.084937 -0.45 0.15 0.46 0.144
H -2.517111 -0.837912 -0.407348 -0.12 0.39 -0.48 0.123
H -2.068702 0.819028 -1.055767 -1.01 0.98 -0.36 0.095
H -1.574314 1.199917 1.368602 0.41 -0.79 -0.73 0.117
H -1.264910 -0.567711 1.646585 -0.01 0.95 -1.19 0.134
H 0.634339 1.363169 -1.612138 0.09 0.49 -0.20 -0.083
O -0.699552 -0.566952 -1.438011 0.60 -0.59 0.48 -0.124
S 3.027861 -0.148056 -0.380908 0.31 -0.26 -0.43 0.749
S 0.670228 1.910115 -0.383316 -0.66 -0.15 -0.75 0.810
```
Forces are in eV/Å.

---

No. 2
# C17H50N12O13PZn2

C17H50N12O13PZn2 as an isolated structure at a distorted geometry (ωB97M-V/def2-TZVPD, the OMol25 dataset).

The calculation puts the energy above the lowest of the compared OMol25 structures with the same formula, charge and spin at 0.00 kcal/mol. Its HOMO-LUMO gap is 0.3437 Eh. The lowest unoccupied orbital energy is -1.982 eV. Its HOMO energy is -11.3 eV. As for the net charge: +1.

```
95
Properties=species:S:1:pos:R:3:forces:R:3:lowdin_charge:R:1
Zn 20.860539 -18.445343 0.812928 0.70 1.00 -0.88 0.614
Zn 16.969832 -20.059865 3.559625 -0.81 -1.72 0.67 0.615
P 18.884268 -19.523028 1.977599 0.15 -1.41 1.05 0.153
O 18.944102 -18.737520 0.668680 -1.62 0.30 -0.86 -0.333
O 20.395368 -19.876284 2.154334 -0.62 0.20 0.88 -0.370
O 18.030308 -20.841494 2.019221 0.65 0.49 -1.10 -0.354
O 18.263492 -18.709950 3.154704 1.08 0.73 -0.93 -0.341
C 20.526308 -23.437033 0.656183 0.65 -0.25 -0.43 -0.675
O 21.359530 -24.242672 0.268902 -0.27 0.25 -0.01 0.020
N 19.347873 -23.176119 -0.024138 0.40 0.18 1.00 0.157
N 20.663743 -22.678397 1.782364 -0.65 0.01 0.02 0.168
H 19.245678 -23.463324 -0.976314 -0.16 -0.16 0.02 0.098
H 18.692103 -22.608486 0.488854 -0.25 0.16 -0.65 0.043
H 20.124024 -21.824830 1.853815 0.31 -0.04 0.23 0.032
H 21.487672 -22.750563 2.348186 0.13 -0.21 -0.18 0.107
C 16.643132 -19.664272 -2.053089 0.16 1.02 -1.32 -0.671
O 16.066204 -19.474909 -3.116044 0.08 -0.38 0.48 0.021
N 17.380429 -20.792634 -1.780115 -0.21 0.30 0.72 0.167
N 16.737129 -18.700855 -1.078299 0.39 -0.93 0.55 0.138
H 17.606472 -21.441528 -2.507863 -0.21 -0.03 -0.08 0.102
H 17.784613 -20.880590 -0.860473 0.18 -0.20 -0.18 0.061
H 16.350504 -17.782871 -1.183855 -0.25 -0.11 -0.32 0.115
H 17.446821 -18.861893 -0.365794 -0.24 0.50 0.19 0.032
C 15.822981 -23.044067 3.321680 0.59 0.94 -0.45 -0.591
O 15.808636 -21.853933 3.703725 -0.76 -0.73 0.22 -0.024
N 14.846843 -23.921203 3.660500 0.20 0.04 -0.01 0.185
N 16.843212 -23.481243 2.545839 -0.86 -0.25 0.43 0.202
H 14.697490 -24.747090 3.108844 0.00 -0.07 0.10 0.110
H 14.080494 -23.577569 4.209615 -0.02 0.06 -0.02 0.113
H 17.415557 -22.756095 2.138277 0.21 0.00 0.02 0.053
H 16.818507 -24.424588 2.205707 0.35 0.02 -0.24 0.114
C 20.705682 -18.581734 5.767060 0.04 0.07 0.86 -0.680
O 21.149463 -18.535959 6.912556 -0.13 -0.11 -0.54 0.004
N 19.685228 -17.783053 5.331322 -0.18 0.24 -0.83 0.155
N 21.150179 -19.444714 4.805432 -0.36 0.48 -0.25 0.155
H 19.322063 -17.045792 5.904169 0.29 -0.05 0.28 0.101
H 19.313434 -17.897762 4.381140 -0.02 -0.02 0.64 0.042
H 21.829793 -20.131014 5.073845 0.01 -0.02 -0.03 0.107
H 20.738473 -19.407557 3.861367 0.55 -0.60 0.53 0.044
C 20.557014 -17.013830 -1.968498 0.27 -0.40 -0.15 -0.607
O 21.015344 -17.144481 -0.824151 -0.02 0.50 -0.25 -0.006
N 19.276449 -17.288852 -2.285663 0.31 0.01 -0.07 0.212
N 21.382264 -16.638336 -2.985382 0.12 0.26 -0.10 0.179
H 18.728942 -17.799573 -1.607429 -0.10 0.01 -0.06 0.066
H 19.034750 -17.364837 -3.259289 -0.28 -0.04 0.08 0.120
H 22.237939 -16.175026 -2.733654 0.04 -0.14 0.16 0.113
H 21.057830 -16.438505 -3.915953 -0.26 0.00 0.10 0.109
C 14.721387 -19.869066 1.275452 0.44 -1.33 -1.51 -0.099
O 15.483438 -19.241662 2.273437 -1.03 0.68 1.19 -0.241
C 14.626707 -18.420087 3.111370 0.38 0.56 -0.28 -0.143
C 15.307882 -18.033162 4.432021 0.02 -0.08 -0.21 -0.149
N 15.753105 -19.302958 5.045482 -0.74 0.67 1.08 -0.082
C 16.470675 -19.210088 6.327308 1.23 0.47 0.40 -0.146
C 17.306537 -20.476867 6.552542 -0.07 -0.12 -0.18 -0.165
O 17.885812 -20.920064 5.335275 -0.12 0.50 -0.24 -0.263
C 18.784181 -22.009507 5.458683 0.74 0.38 0.29 -0.050
H 13.923784 -20.537254 1.614948 -0.07 0.41 0.57 0.101
H 15.400575 -20.532692 0.731228 0.12 0.15 0.14 0.084
H 14.343563 -19.189856 0.509158 -0.10 0.35 0.35 0.098
H 13.702019 -18.958592 3.327191 -0.06 -0.07 -0.13 0.131
H 14.424093 -17.532870 2.509403 -0.37 0.12 0.26 0.138
H 14.631690 -17.494729 5.103286 -0.29 -0.05 -0.28 0.134
H 16.137010 -17.346907 4.254383 0.30 -0.37 -0.03 0.123
H 14.887216 -19.782576 5.283850 0.17 -0.51 -0.56 0.141
H 15.873650 -19.076906 7.237508 -0.56 -0.16 -0.40 0.133
H 17.087942 -18.307902 6.343697 0.28 -0.24 -0.47 0.113
H 16.621656 -21.256055 6.913916 0.26 -0.11 0.12 0.133
H 18.116166 -20.300355 7.265332 -0.23 0.08 0.22 0.141
H 18.985137 -22.418474 4.470345 -0.49 -0.21 -0.01 0.084
H 18.397565 -22.724874 6.185838 -0.03 -0.28 -0.28 0.102
H 19.762502 -21.650775 5.803089 -0.20 0.07 0.25 0.088
C 19.768698 -15.711069 2.158311 -0.31 0.62 0.29 -0.068
O 20.826300 -16.626474 1.969474 -0.17 -0.34 1.04 -0.263
C 22.038020 -16.278733 2.636092 0.40 -0.57 -0.75 -0.150
C 22.983362 -17.492106 2.624368 0.33 0.58 -0.23 -0.135
N 22.848425 -18.167072 1.300261 1.75 -0.90 0.79 -0.065
C 23.314929 -19.585748 1.332280 -0.95 -0.64 0.42 -0.155
C 22.998889 -20.287641 -0.005984 0.39 0.97 0.71 -0.152
O 21.709118 -19.869790 -0.463016 1.02 -0.57 -0.21 -0.258
C 21.420239 -20.449841 -1.728033 -0.46 -0.21 0.11 -0.046
H 19.359200 -15.679005 3.176662 0.37 -0.44 0.08 0.089
H 18.947472 -16.009382 1.511877 0.16 0.11 -0.25 0.094
H 20.127688 -14.693568 1.967937 -0.16 -0.08 -0.39 0.102
H 21.872838 -15.929846 3.654104 -0.11 0.12 -0.02 0.137
H 22.515898 -15.529038 1.995578 -0.07 0.39 0.40 0.134
H 22.898176 -18.168559 3.470416 -0.64 -0.19 -0.18 0.106
H 23.997426 -17.083707 2.703299 -0.03 -0.04 0.09 0.130
H 23.581324 -17.729570 0.747204 -0.74 0.39 -0.61 0.140
H 22.746061 -20.102337 2.107450 -0.03 0.19 0.06 0.099
H 24.368138 -19.683198 1.604616 0.07 0.06 -0.27 0.134
H 22.995065 -21.368292 0.140894 0.21 -0.05 -0.16 0.133
H 23.775893 -19.954150 -0.703855 -0.22 -0.37 -0.40 0.134
H 20.409866 -20.141249 -1.990453 0.02 0.01 -0.08 0.084
H 21.451399 -21.538436 -1.634283 -0.03 -0.01 -0.07 0.095
H 22.132052 -20.137980 -2.493935 0.04 0.16 0.05 0.102
```
Forces are in eV/Å.

---

No. 3
# C7H16BI2N3O3P

An isolated ion of composition C7H16BI2N3O3P and charge +1 at a distorted geometry (ωB97M-V/def2-TZVPD, the OMol25 dataset).

Its HOMO-LUMO gap is 0.3119 Eh. The lowest unoccupied orbital energy is -3.507 eV. Its HOMO energy is -12.0 eV. As for the SMILES: CCP(C)N(B(O)O)/C(N/C(I)=C(/C)I)=[NH+]/O. As for the net charge: +1.

```
33
Properties=species:S:1:pos:R:3:forces:R:3:lowdin_charge:R:1
C 2.703425 2.692646 -0.493933 -0.47 0.26 0.84 -0.143
C 2.274849 1.921926 0.782650 0.27 -0.42 -0.87 -0.372
P 2.316585 0.049923 0.637520 1.22 0.49 1.48 1.039
C 2.782801 -0.434529 -1.100181 -0.55 -0.44 0.37 -0.236
N 0.628922 -0.428484 0.982444 1.35 -0.17 -1.91 -0.044
B 0.720847 -1.844805 1.564913 -0.48 -0.34 0.72 -0.844
O 0.517103 -1.973479 2.902323 0.70 0.00 -0.28 0.170
O 1.026516 -2.897939 0.748643 0.42 0.32 -0.01 0.190
C -0.225475 -0.359449 -0.019966 -1.61 -0.47 0.48 -0.413
N -1.283813 -1.299328 0.007981 0.21 0.22 0.18 0.023
C -2.530067 -0.759091 0.436679 0.89 0.42 0.90 -0.758
I -2.536963 0.061799 2.408188 0.15 -0.27 -0.58 1.043
C -3.630868 -0.715591 -0.264491 -1.25 -0.11 -0.52 -0.762
C -4.929204 -0.115083 0.217724 0.35 -0.03 -0.72 -0.189
I -3.658286 -1.527445 -2.225125 -0.02 0.08 0.28 1.020
N -0.169234 0.533604 -0.968152 0.63 0.30 -0.30 0.078
O -1.076582 0.645458 -1.984494 -0.18 0.08 0.12 0.022
H 2.395940 2.233519 -1.433212 0.08 0.01 -0.03 0.049
H 2.258158 3.686128 -0.444962 0.09 0.05 -0.14 0.080
H 3.781079 2.824626 -0.462871 0.06 -0.10 -0.39 0.081
H 3.017480 2.136151 1.547304 -0.12 -0.01 0.19 0.067
H 1.309675 2.237243 1.180371 -0.07 -0.09 -0.09 0.078
H 3.429506 -1.304352 -0.981902 0.06 0.03 0.07 0.039
H 3.378895 0.319851 -1.607848 -0.20 0.15 -0.01 0.045
H 1.944669 -0.776703 -1.709206 0.04 0.31 -0.21 0.046
H 1.254452 -1.515759 3.340514 -0.54 0.00 0.44 0.130
H 1.879083 -2.767976 0.308254 -0.30 -0.30 -0.18 0.105
H -1.367830 -1.826714 -0.859597 -0.11 -0.09 0.08 0.069
H -4.805009 0.968164 0.171157 -0.18 0.07 0.12 0.088
H -5.158145 -0.405192 1.237922 -0.09 -0.10 0.00 0.046
H -5.729070 -0.389304 -0.463007 -0.18 -0.02 0.19 0.054
H 0.571532 1.229145 -0.984515 -0.15 -0.02 -0.19 0.138
H -1.090968 -0.198956 -2.471118 -0.01 0.15 0.01 0.065
```
Forces are in eV/Å.

---

No. 4
# CH4IPS

A 2-piece molecular cluster, CH4IPS overall at a distorted geometry (ωB97M-V/def2-TZVPD, the OMol25 dataset).

The calculation puts the energy above the lowest of the compared OMol25 structures with the same formula, charge and spin at 60.71 kcal/mol. Its HOMO-LUMO gap is 0.3085 Eh. The lowest unoccupied orbital energy is -0.483 eV. Its HOMO energy is -8.9 eV. As for the SMILES: C=P.SI.

```
8
Properties=species:S:1:pos:R:3:forces:R:3:lowdin_charge:R:1
C 0.001827 0.769941 -1.247466 1.42 1.03 1.25 -0.480
P -0.135212 1.906638 0.029602 -0.35 -1.41 -1.13 0.690
S -0.119939 -2.006171 1.028387 -1.38 0.83 1.24 -0.115
I 1.785300 -2.895581 2.034089 0.56 -0.27 0.33 0.292
H 0.738132 -0.082693 -1.310347 -0.99 1.03 0.57 -0.013
H -0.364461 1.076565 -2.195261 -0.76 -0.17 -0.76 -0.052
H -1.161311 2.760385 -0.559530 0.66 -0.42 0.02 -0.152
H -0.744335 -1.529085 2.220525 0.85 -0.61 -1.53 -0.171
```
Forces are in eV/Å.

---

No. 5
# C4H12N5S

A 2-piece molecular cluster, C4H12N5S overall at a distorted geometry (ωB97M-V/def2-TZVPD, the OMol25 dataset).

The calculation puts the energy above the lowest of the compared OMol25 structures with the same formula, charge and spin at 3.27 kcal/mol. Its HOMO-LUMO gap is 0.3635 Eh. The lowest unoccupied orbital energy is -2.801 eV. Its HOMO energy is -12.7 eV. As for the net charge: +1.

```
22
Properties=species:S:1:pos:R:3:forces:R:3:lowdin_charge:R:1
C 1.528176 1.740793 0.127729 -1.58 -2.66 3.50 -0.394
C -3.753144 0.899556 0.197366 -0.04 -0.89 1.36 -0.824
C -1.200066 -2.140094 -0.345691 -1.90 -1.50 0.35 -0.090
C 0.075154 -1.362777 -0.730288 -2.71 -0.28 -3.13 -0.268
N 2.303566 2.658767 -0.358481 -1.08 -1.98 -2.58 0.255
N 1.352933 1.652284 1.497899 1.61 3.03 -2.31 0.219
N -4.339870 0.206326 0.955353 -0.27 0.11 -0.35 0.175
N 0.012712 -0.086142 -0.097683 -2.46 3.45 0.05 -0.066
N 0.924080 0.865527 -0.631546 -0.01 -1.57 0.29 0.073
S -2.679490 1.740497 -0.562639 0.24 1.00 -1.02 0.738
H -2.204865 -1.614215 -0.540002 1.82 -0.17 -0.03 0.082
H -1.441390 -3.212905 -0.727282 1.29 1.93 -0.07 0.114
H -1.205732 -2.320798 0.713389 0.04 0.14 0.75 0.054
H 1.006251 -1.706138 -0.434767 1.58 -1.79 0.33 0.093
H -0.028640 -1.341723 -1.885503 0.81 0.42 1.38 0.142
H 2.663568 3.298187 0.208255 2.05 3.29 2.68 0.083
H 2.235738 2.840504 -1.323749 0.18 0.44 -1.06 0.136
H 1.551501 2.526057 1.951859 0.21 0.08 0.26 0.117
H 0.948402 1.019790 2.117379 -1.10 -1.82 -0.07 0.100
H -0.858769 0.453109 -0.409856 0.57 -1.81 1.16 0.006
H -5.229245 -0.126194 1.269198 -0.10 0.02 -0.08 0.105
H 1.104272 0.654898 -1.576209 0.85 0.58 -1.42 0.150
```
Forces are in eV/Å.

---

No. 6
# C3H4BNO2S

C3H4BNO2S as an isolated structure at a distorted geometry (ωB97M-V/def2-TZVPD, the OMol25 dataset).

The calculation puts the energy above the lowest of the compared OMol25 structures with the same formula, charge and spin at 67.03 kcal/mol. Its HOMO-LUMO gap is 0.3014 Eh. The lowest unoccupied orbital energy is -0.013 eV. Its HOMO energy is -8.2 eV.

```
12
Properties=species:S:1:pos:R:3:forces:R:3:lowdin_charge:R:1
B 0.130564 -0.151412 1.117355 -0.76 -0.10 -1.55 -0.276
C 1.012236 0.069564 -0.019157 -0.71 -0.09 1.08 -0.039
C 1.131474 0.529489 -1.339088 -2.76 -0.63 0.94 -0.311
C -2.008197 -0.508217 -0.666407 -0.13 -0.07 -0.78 -0.439
N 0.181489 0.619008 -2.199336 -0.91 -0.37 -1.51 -0.319
O -1.632517 0.310905 0.378051 -0.02 0.07 1.98 -0.125
O -0.058903 -0.643568 2.373854 -1.69 0.90 -2.29 0.187
S -1.187323 -0.345322 -2.096458 -0.06 0.41 0.97 0.938
H 1.967758 -0.149112 0.294002 2.45 -0.62 1.21 0.048
H 2.061645 0.704747 -1.772935 1.84 0.81 -0.17 0.092
H -2.338338 0.254269 1.085600 1.06 -0.13 -1.10 0.151
H 0.740111 -0.690351 2.844520 1.69 -0.18 1.21 0.091
```
Forces are in eV/Å.

---

No. 7
# H16O8

A 8-piece molecular cluster, H16O8 overall (ωB97M-V/def2-TZVPD, the OMol25 dataset).

The calculation puts the energy above the lowest of the compared OMol25 structures with the same formula, charge and spin at 40.08 kcal/mol. Its HOMO-LUMO gap is 0.4138 Eh. The lowest unoccupied orbital energy is 0.092 eV. Its HOMO energy is -11.2 eV. As for the SMILES: O.O.O.O.O.O.O.O.

```
24
Properties=species:S:1:pos:R:3:forces:R:3:lowdin_charge:R:1
O 0.213195 2.279428 1.078319 -0.02 0.41 0.10 -0.031
H 0.030669 2.959305 0.417969 0.05 -0.10 0.05 0.070
H -0.117526 2.643419 1.909526 0.08 -0.12 -0.06 0.076
O 0.373208 -1.903515 3.027174 0.25 -0.05 -0.06 -0.057
H 0.255823 -1.004123 2.703931 -0.27 -0.11 -0.04 0.003
H 0.187252 -2.457176 2.259802 -0.07 0.12 0.03 0.039
O -1.737677 0.501148 -2.134372 0.33 -0.15 -0.07 -0.063
H -0.883731 0.779661 -2.506581 -0.05 -0.12 -0.12 0.039
H -1.941200 -0.327118 -2.588244 0.17 0.11 -0.06 0.072
O -0.349708 -0.275436 0.322626 0.52 0.57 0.06 -0.084
H -0.887076 -0.172300 -0.481420 -0.09 0.07 0.22 0.017
H -0.128499 0.650072 0.602586 -0.44 -0.65 -0.26 0.012
O 1.032955 0.092625 -3.088509 -0.10 0.05 0.32 -0.050
H 1.830010 0.229327 -3.610149 -0.07 0.02 0.00 0.054
H 1.351863 -0.288523 -2.254783 0.15 -0.11 -0.27 0.012
O 2.477061 0.445452 3.320128 0.02 0.01 0.01 -0.055
H 2.025134 0.187395 2.511112 0.12 0.01 -0.02 0.000
H 2.668244 -0.388519 3.765751 -0.13 0.04 -0.05 0.040
O 2.055544 -1.438234 -0.610305 -0.19 0.42 -0.06 -0.076
H 1.320974 -0.861783 -0.310297 -0.04 -0.50 0.26 -0.009
H 2.526233 -1.672392 0.195696 0.05 0.01 -0.10 0.038
O -4.347556 0.082857 -1.214633 0.37 0.13 0.00 -0.070
H -4.497910 -0.517168 -1.951313 -0.04 0.07 0.03 0.027
H -3.457282 0.455596 -1.364015 -0.60 -0.14 0.06 -0.005
```
Forces are in eV/Å.